*w*
18
Properties=species:S:1:pos:R:3 method="wB97M-V/def2-TZVPD" lumo_energy_ev=0.67 mol_weight_g_mol=153.137 e_homo_ev=-8.14 orbital_gap_ev=8.82
C -2.150 -0.172 -1.902
C -1.585 -0.628 -0.647
C -1.672 1.041 -2.098
C -0.811 0.429 -0.235
C 1.501 -0.795 1.838
C 0.217 0.570 0.750
C 1.886 -0.342 0.410
N 0.194 -0.252 1.902
O 2.096 -1.467 2.661
O -0.851 1.395 -1.116
O 3.027 0.309 0.178
H -3.045 -0.587 -2.427
H -1.981 -1.329 0.026
H -1.833 1.523 -3.051
H 0.647 1.547 1.013
H 1.489 -0.940 -0.497
H -0.617 -0.782 2.236
H 3.489 0.481 0.959

---

*x*
18
Properties=species:S:1:pos:R:3 method="wB97M-V/def2-TZVPD" lumo_energy_ev=-0.86 mol_weight_g_mol=153.137 e_homo_ev=-9.28 smiles="Cc1cc([N+](=O)[O-])ccc1O" orbital_gap_ev=8.42
C -0.276 -1.257 2.137
C -0.049 -0.431 0.886
C 0.035 -0.806 -0.382
C 0.349 -0.083 -1.502
C 0.213 1.229 -1.481
C -0.135 1.757 -0.244
C -0.347 0.936 0.923
H -0.163 -2.326 1.775
H -1.355 -1.155 2.293
H 0.296 -0.825 2.831
H -0.033 -1.830 -0.703
H 0.433 1.695 -2.384
H -0.592 2.767 -0.146
H -0.505 1.336 3.018
N 0.757 -0.778 -2.661
O -0.834 1.771 1.951
O 0.596 -1.962 -2.812
O 1.611 -0.040 -3.500

---

*y*
18
Properties=species:S:1:pos:R:3 method="wB97M-V/def2-TZVPD" lumo_energy_ev=0.56 mol_weight_g_mol=153.137 e_homo_ev=-8.78 smiles="Nc1cc(C(=O)O)ccc1O" orbital_gap_ev=9.34
C 1.082 0.557 0.007
C -0.262 0.755 0.020
C -1.159 -0.309 0.070
C -0.671 -1.604 -0.005
C 0.751 -1.879 -0.036
C 1.595 -0.756 0.084
C -2.610 -0.082 0.061
H 2.230 2.051 0.869
H 1.854 2.349 -0.742
H -0.641 1.795 0.037
H -1.390 -2.476 -0.133
H 1.193 -2.884 -0.174
H 3.179 0.128 -0.080
H -3.824 1.271 -0.055
N 2.089 1.602 -0.073
O 2.923 -0.809 0.097
O -2.868 1.238 0.043
O -3.471 -0.947 0.010

---

Looking at the structures above, *y* is most stable, and the difference to the next one is 3.533 eV.